22
Properties=species:S:1:pos:R:3:forces:R:3:nbo_charge:R:1 method="wB97M-V/def2-TZVPD" orbital_gap_ev=7.227 fmax_ev_per_a=6.03 e_above_lowest_kj_mol=69.8 total_charge=-1
C 2.024341 1.128078 -0.248902 -2.2303 -0.9735 2.6365 -0.592
C 0.744914 0.349543 0.391169 5.7917 -1.2050 -1.1915 -0.399
C -0.414088 0.037186 -0.385046 -4.0502 -2.3814 -3.3828 -0.404
C -1.568101 -0.366431 0.550084 0.6816 1.3735 -0.9522 -0.378
C -2.801253 -0.843830 -0.163527 -0.5687 0.3366 1.8095 -0.595
C -4.134439 -0.336095 0.383216 -0.3023 1.5273 -0.4115 -0.353
O -3.103812 -0.605868 2.904775 -2.0670 -0.1030 -0.1435 -0.998
O -5.529425 -1.325205 2.502737 0.3475 -0.2578 0.5820 -0.982
S -4.515375 -0.269201 2.499759 1.6132 -0.1744 -1.0194 1.579
I -5.676241 -1.298347 -0.883759 0.3336 0.3476 0.6102 0.044
I -4.199119 1.980466 -0.201665 0.0340 -1.0553 0.3056 -0.149
H 1.943325 1.089595 -1.254273 0.0635 -0.3281 -3.4537 0.195
H 2.021267 2.141075 0.012174 -0.1430 1.6932 0.4955 0.192
H 2.949014 0.724931 0.098141 0.5721 -0.5107 0.1830 0.191
H 0.481414 0.880915 1.258744 -0.1695 0.0785 1.5770 0.210
H 1.300565 -0.670429 0.485253 -1.3791 1.5024 1.2195 0.199
H -0.863428 0.746119 -1.105739 0.7254 0.3484 0.3099 0.202
H -0.385749 -0.957328 -0.998426 0.9114 1.6895 0.5157 0.176
H -1.065394 -1.017484 1.193939 -0.1626 -1.5301 1.4064 0.206
H -1.832279 0.483501 1.110262 -0.2164 1.1382 1.0041 0.216
H -2.734668 -0.535133 -1.163947 0.0122 -0.1645 -1.6674 0.209
H -2.933312 -1.886889 -0.024845 0.2031 -1.3516 -0.4329 0.230

21
Properties=species:S:1:pos:R:3:forces:R:3:nbo_charge:R:1 method="wB97M-V/def2-TZVPD" orbital_gap_ev=8.901 fmax_ev_per_a=4.13 e_above_lowest_kj_mol=364.5 total_charge=+1
C -0.268612 -1.255679 -0.097377 -0.9434 1.8886 0.9768 0.607
C -2.532724 1.768604 0.334531 1.8001 -1.9292 -0.5603 -0.416
C -1.261591 2.318032 0.849642 -2.2094 1.5418 -1.8804 -0.415
C 2.997971 -2.334036 -0.040650 1.7661 0.7375 1.5946 -0.409
C 2.613352 -1.203141 -0.608672 1.0086 -0.2910 2.2093 -0.356
C -1.387970 2.036690 -0.608160 -0.5640 -0.3439 -0.2164 -0.063
N -0.661644 -0.210029 -0.487734 1.5640 -1.7078 0.0624 -0.084
N -0.144476 -2.302427 0.645126 -0.9200 -0.7832 -1.5094 -0.738
N -0.658450 0.878549 -1.145840 -1.1189 1.6942 0.1664 -0.358
I 2.840726 0.744204 0.136886 0.4340 -0.2261 0.0652 0.153
H -2.765546 0.768961 0.592419 0.2489 -1.2314 -0.0634 0.212
H -3.428101 2.242984 0.307651 -2.0908 2.2599 -0.2448 0.239
H -1.395595 3.251096 1.276444 0.3659 2.1097 0.1918 0.242
H -0.680657 1.736059 1.405174 2.4224 -2.6265 2.0748 0.213
H 2.724364 -3.355502 -0.277192 -0.1259 0.2335 -0.5945 0.227
H 3.743919 -2.249170 0.800414 -0.9391 -0.2240 -0.8148 0.224
H 1.940992 -1.121773 -1.359648 -1.7864 -0.2256 -2.5743 0.171
H -1.419493 2.775518 -1.411541 -0.1890 0.0312 0.6186 0.243
H 0.449468 -2.456171 1.432857 0.7315 0.5488 0.2665 0.451
H -0.558214 -3.124879 0.239628 -0.1735 -0.5083 0.2833 0.431
H -0.147713 1.092117 -1.983949 0.7188 -0.9484 -0.0515 0.428